w) 8
Properties=species:S:1:pos:R:3:lowdin_charge:R:1 method="wB97M-V/def2-TZVPD" charge=-2 e_lumo_ev=6.8
N 1.356 -1.544 -3.114 -0.167
N 1.334 -0.669 -2.328 -0.680
N 1.430 0.225 -1.604 -0.074
O -1.441 0.939 0.540 -0.360
O 0.122 0.903 2.492 -0.570
O -1.543 -0.828 2.423 -0.604
S -0.497 -0.100 1.632 0.565
H -0.761 1.075 -0.039 -0.109

x) 8
Properties=species:S:1:pos:R:3:lowdin_charge:R:1 method="wB97M-V/def2-TZVPD" charge=-2 e_lumo_ev=6.6
N 0.384 1.466 -3.981 -0.160
N 0.231 1.008 -2.938 -0.693
N 0.045 0.496 -1.913 -0.050
O 0.032 0.621 1.460 -0.436
O 0.752 -1.776 2.032 -0.566
O -1.441 -1.035 2.919 -0.583
S -0.508 -1.093 1.782 0.535
H 0.503 0.314 0.639 -0.047

Quick one: least stable of them? w)